(1)
This record from the OMol25 dataset describes one molecule with the formula C2H6IO2P at a distorted geometry. The level of theory is ωB97M-V with the def2-TZVPD basis set.

Summary:
* ΔE to the lowest compared entry with this formula, charge and spin: 18.4 kcal per mole
* total charge: 0
* frontier orbital gap: 9.667 eV
* SMILES: COP(I)OC

XYZ file:
```
12
Properties=species:S:1:pos:R:3:forces:R:3
C 0.2347 -1.9091 0.8814 -0.96 -0.41 0.86
C -0.8889 1.8220 -0.6816 -2.59 2.89 -0.22
O 0.5001 -1.7183 -0.5116 0.41 1.46 -0.61
O -0.5317 0.5030 -0.5605 -0.19 -1.16 0.42
P 0.7970 -0.2011 -1.1705 -0.82 -1.86 0.72
I 2.5473 0.7149 0.3357 0.10 0.10 0.13
H 1.0759 -2.3939 1.3738 0.39 0.25 -0.20
H -0.6137 -2.6586 1.0647 0.81 1.39 -0.72
H 0.0386 -0.9273 1.3680 -0.09 -0.86 -0.19
H -0.7831 2.2058 -1.7218 0.05 -0.27 0.57
H -0.3485 2.4829 -0.0047 0.51 -0.15 -0.01
H -2.0276 2.0798 -0.3729 2.39 -1.38 -0.75
```
Forces are in eV/Å.

=====

(2)
This record from the OMol25 dataset describes a 2-piece molecular cluster, C2H6N2O overall at a distorted geometry. The level of theory is ωB97M-V with the def2-TZVPD basis set.

Summary:
* ΔE to the lowest compared entry with this formula, charge and spin: 47.8 kcal per mole
* total charge: 0
* frontier orbital gap: 10.836 eV
* SMILES: NC=O.C=N

XYZ file:
```
11
Properties=species:S:1:pos:R:3:forces:R:3
C -0.7474 -0.2249 2.3372 1.06 -0.02 -0.04
N -0.2291 0.7328 1.6787 -0.49 0.75 1.71
H -0.0546 -0.7568 2.9914 0.01 -0.75 -0.55
H -1.7708 -0.6015 2.3318 -0.34 0.71 0.23
H -0.9151 1.4744 1.5057 -0.27 -0.65 -1.29
C 0.9225 -0.4531 -2.3096 -1.76 -0.08 0.29
N 0.2294 0.0930 -1.2525 1.59 0.47 1.11
O 1.9779 -1.0265 -2.2975 0.00 0.28 0.06
H 0.1762 -0.4089 -3.1133 0.62 -0.23 -1.18
H 0.7961 0.3031 -0.4317 -0.18 -0.29 0.05
H -0.3851 0.8682 -1.4402 -0.24 -0.19 -0.41
```
Forces are in eV/Å.

=====

Number 1: calculated total energy -23656.1745 eV. Number 2: calculated total energy -7197.7152 eV.